--- A ---
C3H8FN | ωB97M-V/def2-TZVPD

HOMO energy, Ha: -0.332

Each atom is followed by the atoms it is bonded to, with distances in Å.
Element x y z (Å)
1 F -2.009 -0.140 -0.619  C5 1.478
2 N 0.107 0.061 0.321  C3 1.540, C4 1.513, C5 1.347
3 C 0.671 -1.204 -0.353  N2 1.540, H6 1.148, H9 1.097, H12 1.189
4 C 0.691 1.400 -0.073  N2 1.513, H7 1.097, H10 1.139, H13 1.066
5 C -1.202 -0.053 0.616  F1 1.478, N2 1.347, H8 1.095, H11 1.078
6 H -0.238 -1.789 -0.737  C3 1.148
7 H -0.121 2.102 0.150  C4 1.097
8 H -1.501 -0.977 1.122  C5 1.095
9 H 1.179 -0.888 -1.273  C3 1.097
10 H 0.888 1.189 -1.175  C4 1.139
11 H -1.436 0.778 1.262  C5 1.078
12 H 1.389 -1.937 0.248  C3 1.189
13 H 1.582 1.457 0.511  C4 1.066

***

--- B ---
C3H8FN | ωB97M-V/def2-TZVPD

HOMO energy, Ha: -0.295

Each atom is followed by the atoms it is bonded to, with distances in Å.
Element x y z (Å)
1 F 1.674 -0.494 -1.677  C4 1.339
2 N 1.959 -0.031 0.583  C4 1.411, H11 1.052, H12 0.979
3 C -0.686 0.500 -0.509  C5 1.495, H7 1.029, H13 1.028
4 C 1.172 -0.602 -0.440  F1 1.339, N2 1.411, H6 1.038
5 C -1.714 -0.049 0.428  C3 1.495, H8 1.024, H9 1.143, H10 1.157
6 H 0.795 -1.559 -0.305  C4 1.038
7 H -0.430 1.476 -0.313  C3 1.029
8 H -1.531 0.274 1.382  C5 1.024
9 H -2.795 0.273 0.249  C5 1.143
10 H -1.604 -1.175 0.671  C5 1.157
11 H 2.651 0.622 0.133  N2 1.052
12 H 1.397 0.296 1.316  N2 0.979
13 H -0.888 0.469 -1.517  C3 1.028

***

Which structure above is the least stable one? B is the least stable one.